No. 1
Computed, not measured: C29H43BiGeN2Sb2Se as an isolated structure, with the ωB97M-V functional and the def2-TZVPD basis.

Gap between HOMO and LUMO, hartree: 0.225
Maximum force, Eh/bohr: 0.01219
E_LUMO, eV: -7.20
Relative energy (zero: lowest compared OMol25 entry of this formula, charge and spin), kcal per mole: 2.7

Structure (ORCA input):
```
! RIJCOSX wB97M-V def2-TZVPD def2/J DEFGRID3
* xyz 2 1
Bi 0.36193 -0.32585 0.07362
C -1.93618 -5.45603 -1.52464
C -1.87474 -5.63662 -0.14476
C -1.35510 -4.64851 0.66970
C -0.90069 -3.46719 0.08764
C -0.95242 -3.28134 -1.28765
C -1.47243 -4.28022 -2.09536
N -0.34027 -2.40967 0.87603
N -0.16687 -2.61311 2.08295
C 0.43629 -1.57494 2.81737
C 0.64747 -1.81558 4.16986
C 1.25606 -0.83859 4.94424
C 1.64782 0.35867 4.36225
C 1.43135 0.60109 3.00406
C 0.82156 -0.36139 2.22519
H -2.33747 -6.23897 -2.15484
H -2.22835 -6.55848 0.29757
H -1.29532 -4.78368 1.74080
H -0.57740 -2.37180 -1.74649
H -1.50366 -4.14220 -3.16868
H 0.33823 -2.76698 4.58539
H 1.43339 -1.01333 5.99702
H 2.13018 1.11667 4.96657
H 1.73788 1.54810 2.57740
C 1.63153 4.80717 -0.50907
Sb 0.52861 2.99084 -0.41990
C 1.11904 2.27276 -2.35892
C -1.38707 3.73279 -1.11022
C -2.21243 4.27480 0.01990
C -1.96161 5.55812 0.50681
C -2.66463 6.07166 1.58474
C -3.64422 5.30373 2.20170
C -3.91342 4.03545 1.72019
C -3.21254 3.50949 0.63352
C -3.58949 2.15971 0.11997
Sb -2.29281 0.58300 0.84356
C -2.07490 1.21107 2.85561
C -3.58185 -1.08271 1.10624
H 1.41620 5.43233 0.35463
H 1.34980 5.31616 -1.42927
H 2.69344 4.56656 -0.52607
H 1.12574 3.11083 -3.05566
H 0.41542 1.51891 -2.71792
H 2.11794 1.83669 -2.32340
H -1.85750 2.90688 -1.64473
H -1.12509 4.50723 -1.83232
H -1.21109 6.16914 0.01569
H -2.45824 7.07425 1.93600
H -4.20513 5.69997 3.03693
H -4.70169 3.44535 2.17664
H -3.60601 2.05313 -0.96073
H -4.53674 1.81536 0.54176
H -3.06983 1.47756 3.21267
H -1.42471 2.08220 2.91511
H -1.66775 0.39790 3.45406
H -4.28105 -0.80548 1.89434
H -3.01191 -1.95816 1.41018
H -4.12302 -1.29559 0.18690
C -2.28584 -1.60006 -6.02418
Ge -1.82946 0.29111 -5.96658
C 0.09820 0.53080 -5.90575
C -2.64981 1.25310 -7.43860
C -2.51743 1.10566 -4.29920
Se -2.18779 0.04771 -2.69509
C -3.74948 -1.11163 -2.77712
H -1.82043 -2.04701 -6.90386
H -3.36415 -1.74213 -6.10971
H -1.91685 -2.12932 -5.14348
H 0.55876 0.02702 -6.75736
H 0.52336 0.10980 -4.99197
H 0.35284 1.59056 -5.96080
H -2.30539 0.83394 -8.38497
H -2.38334 2.31011 -7.41559
H -3.73589 1.16276 -7.39969
H -3.58400 1.32886 -4.33634
H -1.98868 2.04760 -4.13980
H -3.80194 -1.56903 -3.76004
H -4.65080 -0.53463 -2.58502
H -3.63146 -1.89048 -2.02725
*
```


No. 2
Computed, not measured: C29H43Br2Cl8CsKN5O9P as an isolated structure at a distorted geometry, with the ωB97M-V functional and the def2-TZVPD basis.

Gap between HOMO and LUMO, hartree: 0.183
Maximum force, Eh/bohr: 0.08939
E_LUMO, eV: -3.49

Structure (ORCA input):
```
! RIJCOSX wB97M-V def2-TZVPD def2/J DEFGRID3
* xyz 1 1
C 3.15148 -2.26702 1.42999
C 2.48260 -1.12240 1.17375
C 2.05041 -0.40845 2.42680
N 1.02727 0.65122 2.24729
C 1.38006 1.94125 2.15602
C 2.85067 2.29354 2.17513
C 3.45617 2.64648 3.56461
C 4.20977 1.43320 4.20923
C 4.58555 3.69661 3.35029
C 0.40956 2.88432 2.03468
C 0.69038 4.35181 1.99450
C 0.11844 5.00455 3.28049
C 1.12144 5.11367 4.40634
O 2.05775 5.88626 4.41486
O 0.91179 4.31035 5.52327
C -0.88579 2.48605 1.94483
Br -2.26348 3.75393 1.68892
C -1.18529 1.16277 2.03038
P -2.94718 0.61851 1.92778
O -3.43053 0.15154 3.28118
C -0.22909 0.28854 2.19127
C -0.65604 -1.13715 2.24291
C -0.60599 -1.65400 0.83211
N -0.29297 -0.87772 -0.11704
H 4.19736 -2.41698 1.18895
H 2.66543 -3.08913 1.95075
H 2.27028 -0.68961 0.16901
H 1.71301 -1.16556 3.13716
H 2.94486 -0.01608 2.85550
H 3.37415 1.41013 1.82819
H 3.10236 3.06248 1.45843
H 2.71041 2.96985 4.28437
H 4.42802 0.66846 3.47731
H 5.17612 1.77554 4.55667
H 3.68460 1.03454 5.07594
H 5.24777 3.24712 2.55333
H 5.18748 3.79948 4.27648
H 4.26674 4.74805 2.89898
H 1.74105 4.58409 1.95062
H 0.23153 4.76701 1.10578
H -0.72654 4.44960 3.67312
H -0.26371 5.99416 3.06419
H 0.71312 3.40682 5.24609
H -2.92487 -0.43936 1.00546
H -3.78384 1.58997 1.39930
H -0.05627 -1.75996 2.89791
H -1.68959 -1.23943 2.55974
H -0.80092 -2.69674 0.59467
H -0.30171 -1.38360 -0.99920
C -6.36342 5.47834 2.55616
N -5.58871 5.82278 1.33163
O -4.38560 5.61152 1.34128
O -6.20871 6.28991 0.40570
H -5.68064 5.07372 3.29341
H -6.82846 6.39151 2.91475
H -7.11082 4.74372 2.27188
Br 4.04241 5.50367 1.24371
C 4.26069 -1.28833 -2.66129
Cl 3.61535 -1.49126 -1.03051
Cl 4.29446 -2.81896 -3.56000
Cl 3.33103 -0.07225 -3.55261
H 5.28198 -0.94056 -2.56939
K -3.47920 1.22350 5.22618
Cl -5.55691 0.45302 1.57461
C -4.63720 -5.49947 -0.30564
C -3.76585 -4.34318 -0.64446
O -2.76495 -4.01120 -0.11001
N -4.19847 -3.42334 -1.76484
C -3.23789 -3.44146 -2.92420
H -4.27859 -5.95042 0.61369
H -5.66700 -5.16513 -0.16066
H -4.60460 -6.23902 -1.10959
H -5.15722 -3.61009 -2.05922
H -4.11939 -2.48871 -1.34981
H -3.61215 -2.74547 -3.67399
H -3.19975 -4.44752 -3.33202
H -2.26571 -3.12034 -2.56742
N -3.13098 -2.25813 -6.33549
C -1.80855 -2.35842 -6.17869
C -0.92799 -2.59552 -7.21304
C -1.44240 -2.74031 -8.48853
C -2.80978 -2.63862 -8.67868
C -3.60776 -2.39584 -7.57199
H -1.44620 -2.24106 -5.16209
H 0.13360 -2.66685 -7.02629
H -0.78465 -2.92911 -9.32457
H -3.24924 -2.74641 -9.66028
H -4.68364 -2.30604 -7.67085
C 0.96708 -5.89244 -8.14596
Cl -0.70865 -6.07582 -7.59421
Cl 1.87825 -4.94999 -6.95774
Cl 1.70288 -7.48305 -8.31609
Cl 0.98792 -5.06396 -9.70998
C 5.56249 -0.94471 1.60724
O 5.76125 -1.80976 0.73132
O 5.91702 -1.36747 2.90429
O 5.09390 0.19736 1.51471
H 6.22731 -2.24962 2.65479
Cs 7.13967 4.20211 2.60638
*
```


No. 3
Computed, not measured: C29H43F5N6O5S2Sb2TeW as an isolated structure, with the ωB97M-V functional and the def2-TZVPD basis.

Gap between HOMO and LUMO (alpha / beta), hartree: 0.227 / 0.217
Maximum force, Eh/bohr: 0.01034
E_LUMO (alpha / beta), eV: -6.47 / -7.14
Relative energy (zero: lowest compared OMol25 entry of this formula, charge and spin), kcal per mole: 5.5

Structure (ORCA input):
```
! RIJCOSX wB97M-V def2-TZVPD def2/J DEFGRID3
* xyz 2 3
W -1.01534 -1.73214 -0.66746
O 4.96616 -1.03457 -0.86255
C 5.08594 -2.35272 -0.64634
O 6.09364 -2.93877 -0.90936
C 3.91836 -3.07643 -0.05361
C 4.00093 -4.41886 0.22216
N 2.81787 -4.78036 0.75555
N 1.94881 -3.79474 0.84208
C 2.59225 -2.73902 0.34599
C 1.83251 -1.50292 0.24202
O 2.36937 -0.41540 -0.06986
O 0.56728 -1.55582 0.51235
H 4.08703 -0.72253 -0.59249
H 4.81700 -5.10474 0.07047
H 2.54042 -5.70401 1.05055
C -4.70148 -0.46481 0.24384
Sb -2.74916 0.31867 0.46015
C -2.76445 0.84385 2.50898
C -3.03858 2.24184 -0.47379
C -2.26405 3.36522 0.13844
C -2.77274 3.99643 1.26407
C -2.09291 5.03468 1.88703
C -0.87169 5.47571 1.38208
C -0.35236 4.87889 0.25865
C -1.02844 3.82185 -0.39595
C -0.44190 3.25168 -1.55597
Sb 1.02766 1.35363 -0.72008
C 2.44018 2.70674 0.09592
C 1.97167 1.17265 -2.62668
H -5.41266 0.22106 0.70116
H -4.75108 -1.43347 0.73769
H -4.93159 -0.60131 -0.81012
H -3.74489 1.26570 2.72736
H -1.98330 1.56783 2.72470
H -2.61006 -0.04208 3.12008
H -4.10814 2.41452 -0.34319
H -2.85832 2.11771 -1.53986
H -3.73159 3.68234 1.65955
H -2.52252 5.50780 2.75973
H -0.34614 6.29159 1.85849
H 0.58316 5.23124 -0.15836
H 0.40203 3.76697 -2.00505
H -1.03048 2.64862 -2.23527
H 2.69118 3.45911 -0.65132
H 3.34855 2.15992 0.34644
H 2.03364 3.16502 0.99312
H 2.07820 2.16222 -3.07137
H 1.38273 0.53053 -3.27880
H 2.96426 0.73906 -2.51150
S 0.69909 0.93846 2.70249
C 2.17201 0.73334 3.54763
N 3.29152 0.37570 2.91289
C 4.59463 0.21419 3.55862
C 4.38536 -0.19148 5.00624
C 3.43941 0.79109 5.67319
N 2.22472 0.91550 4.86698
H 3.21155 0.26003 1.91708
H 5.15882 1.14814 3.49797
H 5.14950 -0.54689 3.01208
H 5.33907 -0.20300 5.53064
H 3.96470 -1.19783 5.05097
H 3.91418 1.76917 5.78145
H 3.15260 0.44677 6.66494
H 1.36752 1.21834 5.29853
F 1.48046 -4.54864 -2.04785
Te -0.40066 -4.73016 -2.42605
F -2.80150 -2.22153 -1.15200
F -2.29473 -5.03943 -2.26380
F 0.46055 -1.52273 -1.91272
F -0.24050 -6.28720 -1.44394
O -0.65813 -3.58375 -0.94457
S -1.90765 -3.34768 3.60781
C -2.83439 -4.19840 2.44537
C -2.59329 -3.71486 1.20772
N -1.70554 -2.65594 1.19572
C -1.26534 -2.36469 2.40287
H -3.47810 -5.01673 2.72147
H -3.00014 -4.07551 0.27643
H -0.54610 -1.57683 2.59658
C -3.78439 -0.16576 -5.00037
C -2.39850 0.42486 -4.70030
C -1.35928 -0.05404 -5.73059
C -2.44519 1.95516 -4.64414
C -1.97553 -0.07247 -3.38132
N -1.64611 -0.46011 -2.35499
H -4.08887 0.16702 -5.99195
H -4.52646 0.17921 -4.27977
H -3.76624 -1.25464 -4.99324
H -1.66531 0.29481 -6.71591
H -1.29932 -1.14158 -5.75669
H -0.37118 0.35146 -5.51262
H -2.77039 2.31905 -5.61819
H -1.46219 2.38027 -4.43676
H -3.15765 2.31096 -3.89756
*
```


Question: Look up the maximum force of the third one.
Answer: 0.01034 Eh/bohr


Question: Number 1 is which compound?
Answer: C29H43BiGeN2Sb2Se


Question: Look up the maximum force of the first one.
Answer: 0.01219 Eh/bohr